Entry 1:
8 unconnected molecules or ions with the total composition C51H85N2O18P2S10 in a non-equilibrium geometry, computed with wB97M-V/def2-TZVPD.

Summary:
lowest unoccupied orbital energy	1.2	eV
gap between HOMO and LUMO	6.07	eV
total charge	-1
molar mass	1396.85	g mol⁻¹
strongest force on any atom	0.110	hartree/bohr
energy	-8122.30424	a.u.

Last column: Löwdin charge in e.
Positions of all 168 atoms, in Å:
C: -2.55551 -1.16969 4.30377  -0.001
C: -1.92058 -0.01533 3.39456  -0.368
O: -2.50275 0.43060 2.36200  0.043
O: -0.66677 0.62499 3.71186  -0.055
C: 0.45189 -0.11269 3.14095  -0.261
N: 1.68068 0.68365 2.92570  -0.265
P: 3.00878 -0.41056 2.52666  0.861
C: 2.42601 -2.04534 1.77223  -0.281
C: 4.01803 -0.89898 4.05236  -0.285
C: 1.51063 1.80871 1.95881  -0.514
C: 0.63884 1.48395 0.65768  -0.194
C: 0.50301 2.69428 -0.39309  -0.235
C: -0.92681 2.60529 -1.18004  -0.421
S: -0.78319 1.89868 -2.89300  0.826
C: -2.08390 0.62269 -3.20613  -0.916
S: -3.63970 1.14945 -3.62784  0.707
N: -1.89423 -0.84160 -3.14890  -0.133
C: -2.55502 -1.46825 -1.98638  -0.181
C: -3.23165 -0.72879 -0.80319  -0.020
C: -3.88907 -1.55499 0.33004  -0.086
C: -3.89850 -3.09986 0.38963  -0.093
C: -3.21418 -3.86459 -0.79867  -0.067
C: -2.55160 -3.04320 -1.96132  0.012
C: -0.47279 -1.23811 -3.22807  -0.215
C: 0.21954 -1.83563 -4.48671  0.010
C: 1.73340 -2.26664 -4.49365  -0.073
C: 2.62817 -2.07717 -3.23688  -0.063
C: 1.93269 -1.48612 -1.96934  -0.041
C: 0.44088 -1.09510 -1.94787  0.005
P: 3.27657 2.33762 1.37609  0.369
S: 3.79735 1.59947 -0.35233  0.060
C: 0.95332 3.12737 2.74342  -0.554
O: -0.19813 3.62737 2.56015  -0.051
O: 1.85392 3.64201 3.68922  -0.221
H: -2.79568 -0.73940 5.35076  0.094
H: -3.57760 -1.50106 3.87970  0.088
H: -1.85908 -2.05638 4.48060  0.088
H: 0.06074 -0.67853 2.22643  0.120
H: 0.72817 -0.93073 3.91820  0.138
H: 1.53670 -1.80151 1.06995  0.032
H: 3.26702 -2.40056 1.06652  0.048
H: 2.11957 -2.84302 2.53802  0.052
H: 4.91642 -1.52005 3.67400  0.010
H: 3.42194 -1.54865 4.78121  0.037
H: 4.44709 0.05310 4.51434  0.045
H: -0.44440 1.14429 0.89044  0.108
H: 1.13294 0.60022 0.12492  0.061
H: 0.54189 3.71583 0.11309  0.110
H: 1.29929 2.68800 -1.22403  0.067
H: -1.26771 3.70594 -1.29181  0.085
H: -1.73458 2.08474 -0.56474  0.078
H: -3.27393 0.41937 -0.79667  0.081
H: -4.38898 -0.96261 1.17639  0.082
H: -4.38101 -3.63854 1.26817  0.073
H: -3.17814 -5.00718 -0.81506  0.080
H: -2.06703 -3.67334 -2.79171  0.104
H: -0.38100 -1.99688 -5.44584  0.094
H: 2.23351 -2.73284 -5.41181  0.078
H: 3.73635 -2.33632 -3.16920  0.085
H: 2.58471 -1.34642 -1.04620  0.058
H: -0.10463 -0.67815 -1.02216  0.094
H: 3.16844 3.77361 1.18518  0.000
H: 4.25644 2.17449 2.41948  -0.018
C: 3.72106 5.82224 4.97412  -0.228
C: 3.80863 6.35411 6.40070  -0.223
C: 5.29019 6.51300 6.74583  -0.226
S: 6.13257 6.81425 5.19513  0.664
O: 7.00905 5.69694 4.92271  -0.333
O: 6.59802 8.18517 5.16230  -0.351
C: 4.68835 6.66892 4.15679  -0.230
H: 2.70429 5.88233 4.58220  0.107
H: 4.02973 4.77277 4.95265  0.120
H: 3.31087 7.32895 6.45692  0.115
H: 3.30835 5.68927 7.10686  0.078
H: 5.45951 7.35364 7.42008  0.098
H: 5.70006 5.59962 7.18071  0.105
H: 4.95830 6.21435 3.20377  0.108
H: 4.29173 7.67409 3.99553  0.105
C: -0.70821 5.43237 7.63884  -0.224
C: -1.24906 4.20306 6.90606  -0.210
C: -0.12594 3.16603 6.85922  -0.208
S: 0.90100 3.47603 8.29129  0.673
O: 2.19907 3.91433 7.83622  -0.322
O: 0.73921 2.39473 9.23983  -0.341
C: -0.00195 4.89833 8.87894  -0.242
H: -1.50531 6.13157 7.90140  0.112
H: 0.00664 5.95864 6.99784  0.119
H: -2.10373 3.79676 7.45815  0.113
H: -1.59673 4.45193 5.90095  0.122
H: -0.51504 2.14851 6.90724  0.103
H: 0.49366 3.28628 5.96538  0.096
H: 0.68471 5.61737 9.32575  0.104
H: -0.72169 4.55209 9.62428  0.103
C: -6.12664 0.42216 -7.56524  -0.212
C: -6.66130 -0.83693 -8.25060  -0.217
C: -5.51568 -1.84836 -8.31012  -0.226
S: -4.45015 -1.47924 -6.92022  0.652
O: -3.17480 -1.02201 -7.42698  -0.335
O: -4.55583 -2.54079 -5.94450  -0.331
C: -5.36872 -0.06551 -6.33817  -0.259
H: -6.93138 1.10808 -7.29264  0.119
H: -5.44575 0.95023 -8.24148  0.117
H: -7.48672 -1.24959 -7.66132  0.109
H: -7.04805 -0.62036 -9.24954  0.111
H: -5.87856 -2.87337 -8.22510  0.103
H: -4.92966 -1.73590 -9.22423  0.101
H: -4.68626 0.67955 -5.93077  0.030
H: -6.05382 -0.40999 -5.56347  0.072
C: -1.38708 4.63958 -7.10024  -0.224
C: -1.02416 6.05488 -6.64578  -0.223
C: -2.13847 6.53784 -5.71546  -0.229
S: -2.83258 5.06975 -4.96249  0.646
O: -4.19716 4.92183 -5.41615  -0.329
O: -2.47748 5.04033 -3.56249  -0.333
C: -1.81433 3.89764 -5.84057  -0.249
H: -0.54750 4.14388 -7.59212  0.116
H: -2.21920 4.68188 -7.81106  0.118
H: -0.07453 6.03021 -6.10140  0.119
H: -0.89785 6.73200 -7.49400  0.111
H: -1.75487 7.19695 -4.93588  0.103
H: -2.93277 7.04081 -6.26998  0.102
H: -2.38379 2.99182 -6.04739  0.097
H: -0.95381 3.66521 -5.20970  0.076
C: 4.08957 -7.85520 -2.88200  -0.229
C: 4.70644 -6.72622 -3.71021  -0.221
C: 3.91656 -5.45111 -3.40834  -0.235
S: 3.27310 -5.64203 -1.74916  0.647
O: 1.83297 -5.71367 -1.81982  -0.314
O: 3.95799 -4.72756 -0.86474  -0.327
C: 3.90818 -7.28796 -1.48025  -0.236
H: 4.72201 -8.74567 -2.87561  0.113
H: 3.11759 -8.13313 -3.30259  0.120
H: 5.75276 -6.58963 -3.41735  0.116
H: 4.69260 -6.95459 -4.77851  0.113
H: 4.55092 -4.56552 -3.45023  0.092
H: 3.06997 -5.33455 -4.08724  0.103
H: 3.20944 -7.86136 -0.87171  0.109
H: 4.86747 -7.19552 -0.96594  0.108
C: 8.68708 -4.87266 4.11971  -0.226
C: 7.84144 -5.37477 5.29191  -0.221
C: 6.44779 -4.75989 5.14875  -0.221
S: 6.20326 -4.47703 3.39868  0.670
O: 6.11884 -3.05306 3.17082  -0.329
O: 5.20726 -5.39816 2.90189  -0.322
C: 7.81614 -5.03740 2.88117  -0.234
H: 9.62336 -5.42733 4.02820  0.114
H: 8.93252 -3.81596 4.26745  0.122
H: 7.76894 -6.46651 5.24741  0.116
H: 8.28954 -5.11539 6.25382  0.114
H: 5.67164 -5.43090 5.51816  0.105
H: 6.38082 -3.79732 5.65899  0.109
H: 8.16025 -4.44728 2.03211  0.111
H: 7.72897 -6.08886 2.59825  0.107
C: -9.65599 -3.04391 -2.21899  -0.228
C: -8.32341 -2.69200 -1.55303  -0.216
C: -7.31366 -2.41062 -2.66730  -0.211
S: -8.26299 -1.82008 -4.06385  0.663
O: -8.15802 -2.78575 -5.13434  -0.323
O: -7.99158 -0.41349 -4.26479  -0.328
C: -9.86684 -1.99393 -3.30200  -0.238
H: -10.47910 -3.05031 -1.50113  0.114
H: -9.59189 -4.03979 -2.66970  0.119
H: -8.45005 -1.79658 -0.93566  0.119
H: -7.97426 -3.49394 -0.89880  0.115
H: -6.59068 -1.64846 -2.37298  0.108
H: -6.79198 -3.31903 -2.97348  0.113
H: -10.60399 -2.28830 -4.04882  0.107
H: -10.13621 -1.02868 -2.86724  0.108

---

Entry 2:
10 unconnected molecules or ions with the total composition C51H88BNO28PS in a non-equilibrium geometry, computed with wB97M-V/def2-TZVPD.

Summary:
lowest unoccupied orbital energy	-2.1	eV
gap between HOMO and LUMO	8.94	eV
total charge	+1
molar mass	1237.10	g mol⁻¹
strongest force on any atom	0.067	hartree/bohr
energy	-4921.45517	a.u.

Last column: Löwdin charge in e.
Positions of all 171 atoms, in Å:
C: -8.19639 -3.66403 6.59137  -0.134
C: -6.61312 -3.62501 7.09353  -0.257
C: -5.96371 -5.12055 7.28525  -0.243
C: -6.14779 -6.11603 5.99237  -0.216
C: -6.03051 -5.37332 4.53097  -0.210
C: -4.58900 -4.57619 4.30434  -0.212
C: -3.60978 -5.45166 3.29566  -0.228
C: -2.02200 -5.05420 3.39163  -0.214
C: -1.66108 -3.55860 2.80042  -0.209
C: -1.38889 -3.55264 1.17827  -0.171
C: -0.05075 -2.57643 0.94420  -0.222
C: -0.51087 -1.07661 1.42972  -0.097
N: 0.04651 0.06281 0.60640  0.012
C: -0.38029 0.00629 -0.87401  -0.370
P: 0.83547 1.02638 -1.93052  1.003
C: 1.83450 2.28560 -0.89430  -0.412
C: 3.28977 2.69983 -1.55298  -0.154
C: -0.20894 2.07995 -3.16895  -0.383
C: 0.37160 1.94227 -4.72816  -0.177
C: -0.65088 -1.52874 -1.39991  -0.220
C: -0.74933 -1.69689 -3.02742  -0.219
C: -0.87596 -3.24609 -3.55880  -0.250
C: -1.46632 -3.40387 -5.08490  -0.524
S: -1.06298 -1.91378 -6.17760  0.602
C: 0.35864 -2.64897 -0.67606  -0.123
B: 1.95271 -2.37766 -0.95172  -0.364
O: 2.82012 -2.16034 0.25975  -0.026
C: 2.72458 -2.36119 -2.40118  -0.157
C: 4.13275 -1.47632 -2.22224  -0.129
H: -8.62076 -4.75548 6.64134  0.062
H: -8.23282 -3.21810 5.48509  0.084
H: -8.82879 -2.99994 7.34862  0.088
H: -5.92658 -2.96624 6.40002  0.095
H: -6.63931 -3.13070 8.17964  0.108
H: -4.81053 -5.07421 7.58526  0.108
H: -6.51130 -5.62530 8.19177  0.110
H: -5.32107 -6.96264 6.08956  0.116
H: -7.24401 -6.57664 6.07979  0.108
H: -6.06722 -6.23079 3.71093  0.109
H: -6.93171 -4.65257 4.29305  0.099
H: -4.02434 -4.36222 5.31051  0.111
H: -4.86709 -3.58749 3.71591  0.105
H: -3.69786 -6.57900 3.67716  0.117
H: -4.01884 -5.47442 2.17632  0.124
H: -1.38652 -5.82256 2.76442  0.110
H: -1.69921 -5.06750 4.53369  0.121
H: -2.61594 -2.87206 3.00190  0.112
H: -0.76828 -3.04041 3.39062  0.114
H: -1.16857 -4.60676 0.72061  0.121
H: -2.34876 -3.13838 0.65017  0.113
H: 0.79189 -3.06059 1.63446  0.156
H: -1.69817 -1.02638 1.31980  0.144
H: -0.20940 -0.84375 2.56124  0.167
H: 1.10013 0.02342 0.66214  0.158
H: -0.23415 1.02234 0.93465  0.127
H: -1.43652 0.56203 -0.89387  0.129
H: 2.07475 1.92164 0.21429  0.090
H: 1.19241 3.28132 -0.75121  0.077
H: 3.28606 3.86094 -1.80917  0.078
H: 3.60202 2.05214 -2.47635  0.069
H: 4.13314 2.57718 -0.71830  0.095
H: -1.31032 1.64314 -3.21906  0.088
H: -0.18571 3.20267 -2.81638  0.083
H: 0.18144 2.98567 -5.25599  0.080
H: -0.30307 1.16508 -5.31756  0.064
H: 1.51490 1.68349 -4.74983  0.068
H: -1.73273 -1.81695 -0.98161  0.143
H: -1.76112 -1.15532 -3.35616  0.126
H: 0.10190 -1.17918 -3.63888  0.068
H: -1.54776 -3.84553 -2.77677  0.127
H: 0.18186 -3.79810 -3.54460  0.119
H: -0.99198 -4.34265 -5.64610  0.087
H: -2.63784 -3.60803 -4.99422  0.102
H: -2.10508 -1.64088 -7.07844  -0.123
H: 0.12531 -3.74952 -1.00389  0.143
H: 3.06927 -3.11712 0.51480  0.141
H: 2.97435 -3.46234 -2.78669  0.127
H: 2.14491 -1.84193 -3.27458  0.082
H: 5.04207 -2.16368 -1.95750  0.087
H: 4.01001 -0.58864 -1.45116  0.073
H: 4.31521 -0.94630 -3.27617  0.088
C: -0.04773 6.08358 1.03616  -0.115
C: -1.12831 6.20711 2.06089  -0.125
O: -1.62542 4.88687 2.17039  0.065
C: -0.62677 4.05144 1.76002  -0.491
O: -0.64972 2.83816 1.88300  0.088
O: 0.40068 4.75071 1.19535  0.053
H: 0.76935 6.79027 1.20533  0.141
H: -0.42288 6.21075 0.01529  0.144
H: -0.74486 6.52279 3.03690  0.137
H: -1.91952 6.89505 1.75043  0.152
C: 3.94317 5.57899 -5.76949  -0.128
C: 3.53564 4.61488 -4.70299  -0.142
O: 3.41736 5.43179 -3.55374  0.036
C: 3.19057 6.70431 -3.99294  -0.490
O: 2.87240 7.63529 -3.27202  0.125
O: 3.36525 6.79863 -5.34352  0.076
H: 3.56483 5.29411 -6.75506  0.142
H: 5.02950 5.70387 -5.82754  0.141
H: 2.56545 4.15013 -4.90801  0.119
H: 4.27987 3.82936 -4.54568  0.138
C: -4.10824 4.57137 6.18832  -0.132
C: -4.67527 4.37318 4.82004  -0.136
O: -4.40154 5.60155 4.17328  0.071
C: -3.34210 6.16528 4.82401  -0.508
O: -2.73416 7.14624 4.42928  0.126
O: -3.05143 5.48771 5.97287  0.069
H: -3.73203 3.64076 6.62199  0.139
H: -4.82975 5.02001 6.87913  0.140
H: -4.17571 3.56649 4.27324  0.113
H: -5.75068 4.17633 4.83977  0.147
C: 8.45001 -1.55368 -4.46903  -0.128
C: 8.84519 -1.19497 -3.07327  -0.122
O: 8.42006 0.14896 -2.94989  0.063
C: 7.42347 0.33551 -3.86404  -0.521
O: 6.71434 1.32646 -3.91726  0.104
O: 7.32350 -0.73147 -4.70963  0.046
H: 8.18710 -2.61035 -4.56885  0.113
H: 9.22817 -1.30978 -5.19983  0.144
H: 8.32591 -1.80054 -2.32298  0.140
H: 9.92356 -1.27710 -2.91198  0.124
C: 2.24694 9.67729 -1.05909  -0.144
C: 2.11100 11.16390 -1.12622  -0.134
O: 0.71320 11.36698 -1.04250  0.069
C: 0.18894 10.26880 -0.42379  -0.516
O: -0.96427 10.18149 -0.03627  0.127
O: 1.12342 9.28213 -0.29456  0.043
H: 3.17556 9.36557 -0.57314  0.141
H: 2.18613 9.20673 -2.04598  0.101
H: 2.59273 11.66641 -0.28081  0.136
H: 2.50783 11.57639 -2.05791  0.140
C: 5.77541 -3.06580 -7.00275  -0.130
C: 5.30782 -4.44716 -7.32864  -0.136
O: 6.09657 -5.26511 -6.48546  0.072
C: 6.49461 -4.48691 -5.43684  -0.514
O: 7.04666 -4.91077 -4.43520  0.133
O: 6.19348 -3.17343 -5.65494  0.027
H: 4.98004 -2.32228 -7.10371  0.141
H: 6.63003 -2.75832 -7.61443  0.142
H: 4.25170 -4.60001 -7.08259  0.136
H: 5.46875 -4.70392 -8.37927  0.141
C: 13.20431 1.49698 -1.83867  -0.139
C: 12.49224 0.51137 -0.97004  -0.137
O: 12.12240 -0.51197 -1.87454  0.041
C: 12.98476 -0.43923 -2.93033  -0.515
O: 13.06350 -1.27605 -3.81420  0.134
O: 13.74768 0.69101 -2.86731  0.068
H: 13.99606 2.02815 -1.30329  0.139
H: 12.52358 2.22907 -2.28557  0.137
H: 13.14417 0.08467 -0.20048  0.138
H: 11.60951 0.94189 -0.48931  0.138
C: -3.83053 1.60094 0.56474  -0.144
C: -3.82679 2.02759 1.99686  -0.148
O: -5.13518 2.53048 2.19002  0.054
C: -5.92939 1.94273 1.24798  -0.503
O: -7.14667 2.01739 1.22958  0.151
O: -5.18400 1.26013 0.33041  0.071
H: -3.17778 0.74246 0.38428  0.103
H: -3.54769 2.41224 -0.11413  0.142
H: -3.66531 1.18908 2.68251  0.142
H: -3.08030 2.80066 2.19879  0.104
C: -12.66906 -6.89177 5.04292  -0.140
C: -11.19415 -7.13149 5.02979  -0.142
O: -10.65986 -5.89683 5.46827  0.039
C: -11.63891 -5.27357 6.18708  -0.512
O: -11.46865 -4.26653 6.85384  0.131
O: -12.83233 -5.92462 6.06316  0.068
H: -13.23617 -7.79782 5.27333  0.139
H: -13.03335 -6.47419 4.09846  0.137
H: -10.89191 -7.91664 5.73085  0.137
H: -10.82229 -7.38290 4.03271  0.137

---

- Which formula does entry 2 have?
  C51H88BNO28PS